Record 1
{
  "formula": "C35H39FNO6PtTe",
  "method": "the ωB97M-V functional and the def2-TZVPD basis",
  "energy_ev": -63962.37860,
  "spin_multiplicity": 2,
  "e_lumo_ev": [3.915, 3.915],
  "total_charge": -2,
  "homo_lumo_gap_ev": [5.33, 6.02],
  "e_above_lowest_ev": 0.3569,
  "species": ["Pt", "O", "C", "O", "C", "C", "C", "C", "C", "O", "C", "C", "O", "O", "H", "H", "H", "H", "H", "H", "H", "H", "F", "C", "C", "C", "C", "C", "C", "C", "H", "H", "H", "H", "H", "H", "C", "C", "O", "N", "Te", "C", "C", "C", "C", "C", "C", "C", "C", "C", "C", "C", "C", "C", "C", "C", "C", "C", "C", "H", "H", "H", "H", "H", "H", "H", "H", "H", "H", "H", "H", "H", "H", "H", "H", "H", "H", "H", "H", "H", "H", "H", "H", "H"],
  "xyz": [[1.43640, -2.31326, 1.18993], [5.09240, -1.47685, -1.04000], [3.92501, -1.71235, -0.70408], [3.30006, -1.17983, 0.26316], [3.13759, -2.69057, -1.61092], [1.70105, -2.24336, -1.90437], [1.18734, -2.95383, -3.16344], [0.91582, -4.38541, -2.62500], [1.36409, -4.25167, -1.16724], [0.92275, -2.90644, -0.88079], [2.89795, -4.14534, -1.07647], [3.40266, -4.49112, 0.33525], [4.17082, -5.44966, 0.44225], [2.95247, -3.80482, 1.31649], [3.71137, -2.73762, -2.53621], [1.51253, -1.17642, -1.83986], [0.27724, -2.48283, -3.53623], [1.93547, -2.93520, -3.95671], [-0.14872, -4.61953, -2.66136], [1.46286, -5.16275, -3.15915], [0.89694, -4.92199, -0.44975], [3.36188, -4.86999, -1.74396], [-2.56860, -0.96420, 6.40888], [-1.47292, -1.15803, 5.60930], [-1.02979, -2.44473, 5.38689], [0.07913, -2.63317, 4.57384], [0.75022, -1.55731, 3.98954], [1.91958, -1.78070, 3.09066], [0.25690, -0.27732, 4.24076], [-0.85372, -0.06306, 5.04721], [-1.55904, -3.28017, 5.82744], [0.41476, -3.63725, 4.34702], [2.54031, -2.60342, 3.45489], [2.54148, -0.88302, 3.04016], [0.73637, 0.56992, 3.76514], [-1.24542, 0.93114, 5.22078], [-2.59639, -2.08461, 1.62832], [-1.09249, -2.25025, 1.48794], [-0.62442, -3.43874, 1.69484], [-0.30755, -1.25467, 1.19933], [-1.34226, 1.02783, 0.83179], [-2.23328, 2.93281, 0.07860], [-1.51755, 4.11739, -0.14748], [-0.03829, 4.21293, 0.11598], [-2.16682, 5.25885, -0.62402], [-3.52793, 5.27572, -0.87556], [-4.21685, 6.51031, -1.39679], [-4.24336, 4.11141, -0.62639], [-3.62259, 2.95703, -0.15806], [-4.48949, 1.74523, 0.08894], [0.12370, 1.11060, -0.70143], [1.46932, 1.32479, -0.38709], [1.98055, 1.52796, 1.01062], [2.41461, 1.32805, -1.41533], [2.05879, 1.14847, -2.73948], [3.10213, 1.14672, -3.82579], [0.71447, 0.94488, -3.03538], [-0.25475, 0.90521, -2.03873], [-1.67567, 0.60179, -2.43408], [-3.05569, -3.07103, 1.68805], [-3.01615, -1.52379, 0.79224], [-2.82668, -1.53404, 2.54475], [0.23637, 3.62844, 0.99400], [0.25896, 5.25213, 0.27478], [0.54068, 3.81543, -0.72026], [-1.58467, 6.16161, -0.79326], [-3.51649, 7.34271, -1.47932], [-5.03165, 6.82047, -0.73780], [-4.64762, 6.33699, -2.38636], [-5.31655, 4.09922, -0.80317], [-5.51977, 1.94386, -0.21421], [-4.49371, 1.46229, 1.14387], [-4.11803, 0.87604, -0.45646], [1.18745, 1.81739, 1.69679], [2.76121, 2.29283, 1.01677], [2.42913, 0.59678, 1.35344], [3.46175, 1.43451, -1.15114], [4.07781, 0.87355, -3.42290], [3.19203, 2.13241, -4.29187], [2.84789, 0.43312, -4.61230], [0.41552, 0.77239, -4.06602], [-1.72778, 0.34381, -3.49388], [-2.32962, 1.45825, -2.25375], [-2.06356, -0.23289, -1.84677]],
  "mulliken_charge": [1.938, -0.890, -0.154, -0.750, 0.123, 0.503, -0.790, -1.166, 0.036, -0.592, -0.150, 0.111, -0.859, -0.668, 0.548, -0.503, 0.271, 0.456, 0.355, 0.378, 0.581, 0.538, -0.395, 0.622, -0.745, -0.313, 0.195, -1.262, 0.079, -0.759, 0.378, 0.316, 0.606, 0.527, 0.169, 0.419, -1.571, 0.851, -0.761, -0.081, 0.649, -0.871, 1.481, -1.475, -1.037, 0.872, -1.543, -1.013, 1.520, -1.639, 0.548, 1.739, -1.860, -1.284, 0.765, -2.053, -0.940, 0.990, -1.687, 0.379, 0.266, 0.206, 0.144, 0.433, 0.234, 0.263, 0.343, 0.338, 0.300, 0.285, 0.370, 0.279, 0.246, 0.021, 0.515, 0.098, 0.198, 0.410, 0.386, 0.399, 0.277, 0.470, 0.197, 0.192]
}

Record 2
{
  "formula": "C2H5O",
  "method": "the ωB97M-V functional and the def2-TZVPD basis",
  "energy_ev": -4200.95337,
  "e_lumo_ev": 4.488,
  "total_charge": -1,
  "homo_lumo_gap_ev": 6.60,
  "e_above_lowest_ev": 0.8416,
  "species": ["O", "H", "C", "C", "H", "H", "H", "H"],
  "xyz": [[-2.14542, -1.08036, -0.89582], [-2.60590, -1.69394, -1.48101], [0.52995, 0.74159, -0.14411], [1.07131, 0.14880, 0.90358], [0.73078, 1.78380, -0.36299], [-0.14253, 0.19722, -0.80754], [1.74965, 0.73225, 1.52167], [0.81217, -0.82935, 1.26624]],
  "mulliken_charge": [-1.117, 0.127, -0.413, -0.530, 0.199, 0.225, 0.211, 0.298]
}

Record 3
{
  "formula": "C33H86N2O21S7",
  "method": "the ωB97M-V functional and the def2-TZVPD basis",
  "energy_ev": -157436.44752,
  "e_lumo_ev": 0.008,
  "total_charge": 0,
  "homo_lumo_gap_ev": 8.10,
  "e_above_lowest_ev": 0.0000,
  "species": ["C", "C", "O", "S", "C", "O", "O", "H", "H", "H", "H", "H", "H", "H", "H", "C", "C", "O", "S", "C", "O", "O", "H", "H", "H", "H", "H", "H", "H", "H", "C", "C", "O", "S", "C", "O", "O", "H", "H", "H", "H", "H", "H", "H", "H", "C", "C", "O", "S", "C", "O", "O", "H", "H", "H", "H", "H", "H", "H", "H", "C", "C", "O", "S", "C", "O", "O", "H", "H", "H", "H", "H", "H", "H", "H", "C", "C", "O", "S", "C", "O", "O", "H", "H", "H", "H", "H", "H", "H", "H", "C", "C", "O", "S", "C", "O", "O", "H", "H", "H", "H", "H", "H", "H", "H", "C", "C", "N", "C", "C", "C", "C", "H", "H", "H", "H", "H", "H", "H", "H", "H", "H", "H", "H", "H", "H", "H", "C", "C", "N", "C", "C", "C", "C", "H", "H", "H", "H", "H", "H", "H", "H", "H", "H", "H", "H", "H", "H", "H"],
  "xyz": [[-6.70242, 1.79678, -4.98116], [-6.54528, 0.47692, -5.70292], [-5.24005, 0.39719, -6.33130], [-4.09830, -0.27610, -5.47857], [-2.83751, -0.28448, -6.69838], [-3.76160, 0.61412, -4.41192], [-4.45532, -1.62811, -5.18183], [-7.76549, 2.04073, -4.86257], [-6.29119, 2.59587, -5.59307], [-6.35017, 1.78085, -3.95200], [-6.71710, -0.39416, -5.07308], [-7.24369, 0.46023, -6.53701], [-2.78941, 0.70249, -7.14606], [-3.12085, -1.03332, -7.43574], [-1.93466, -0.62698, -6.19912], [0.94596, -0.44788, 5.33413], [2.30685, 0.18224, 5.43545], [3.08730, -0.58706, 6.40792], [4.27721, 0.13802, 7.15055], [4.37241, -0.94019, 8.53257], [5.45086, -0.00683, 6.35231], [3.85133, 1.42866, 7.58215], [0.96415, -1.44097, 4.89017], [0.35000, 0.17944, 4.66474], [0.40609, -0.47213, 6.28129], [2.84462, 0.04306, 4.49802], [2.27874, 1.22740, 5.73011], [4.98578, -0.41245, 9.25993], [4.74591, -1.91605, 8.24461], [3.36809, -1.05418, 8.93467], [-4.44659, 1.42203, 3.61347], [-4.01891, 2.87914, 3.57672], [-2.64717, 2.90193, 4.06267], [-2.01949, 4.31298, 4.42444], [-2.98920, 4.71091, 5.84724], [-0.67882, 4.07838, 4.79277], [-2.32500, 5.20482, 3.35512], [-4.06798, 0.94992, 4.51244], [-4.05652, 0.93552, 2.71455], [-5.52603, 1.36810, 3.47160], [-4.00100, 3.27799, 2.56527], [-4.65154, 3.48037, 4.22947], [-3.25916, 3.81402, 6.38869], [-3.75195, 5.42684, 5.54817], [-2.37374, 5.33887, 6.49812], [5.06437, -2.31473, 3.81206], [5.83463, -1.33105, 2.97081], [4.94674, -0.88639, 1.92121], [5.51152, 0.26055, 0.95798], [3.98238, 0.94799, 0.49465], [6.24821, 1.16450, 1.78346], [6.15056, -0.40056, -0.13471], [4.79966, -3.18032, 3.20363], [4.13124, -1.88483, 4.18285], [5.64203, -2.60829, 4.68701], [6.17030, -0.46229, 3.53400], [6.71476, -1.83031, 2.55736], [3.38695, 1.03746, 1.40260], [3.45550, 0.29687, -0.19492], [4.10522, 1.97068, 0.14931], [-1.48981, -0.26657, -2.13855], [-0.32813, 0.37018, -1.39346], [-0.66482, 0.53094, -0.00638], [0.29553, 1.37365, 0.92386], [-0.89543, 2.51895, 1.56558], [0.74179, 0.55099, 1.99848], [1.24652, 2.07426, 0.11515], [-2.40938, 0.28083, -1.95016], [-1.56220, -1.32561, -1.89776], [-1.20574, -0.19307, -3.18879], [0.53915, -0.29170, -1.49852], [-0.02391, 1.30738, -1.86084], [-0.52997, 2.78174, 2.55241], [-1.84832, 1.99685, 1.58127], [-0.99475, 3.36112, 0.88899], [-3.86958, -1.48398, 0.62510], [-3.21167, -2.67956, -0.00200], [-3.76015, -3.86159, 0.67829], [-3.90588, -5.15564, -0.21671], [-4.66652, -6.13270, 1.01358], [-4.82913, -4.87013, -1.26896], [-2.60925, -5.62263, -0.52273], [-4.93349, -1.46948, 0.40735], [-3.40033, -0.58714, 0.21183], [-3.67345, -1.47634, 1.69746], [-3.43495, -2.75603, -1.06782], [-2.13372, -2.74764, 0.13816], [-4.94736, -7.08372, 0.56761], [-5.58243, -5.60131, 1.26390], [-3.99795, -6.23919, 1.85927], [-2.33535, -3.78447, -3.90477], [-2.59849, -4.25121, -5.29431], [-1.46465, -3.86307, -6.14061], [-1.13083, -4.79350, -7.35881], [0.39117, -4.03591, -7.81011], [-0.90098, -6.10622, -6.85266], [-2.06777, -4.57266, -8.41599], [-2.38698, -2.71248, -3.70457], [-1.44681, -4.19594, -3.42584], [-3.15470, -4.13989, -3.26452], [-2.66339, -5.33983, -5.34635], [-3.51039, -3.86291, -5.74139], [1.08509, -4.10100, -6.97552], [0.18608, -2.98802, -8.00727], [0.75922, -4.60192, -8.66060], [0.76092, -2.92865, -1.59924], [2.12258, -2.82603, -0.93414], [3.10828, -3.67796, -1.55142], [3.00046, -5.05551, -1.11896], [3.63991, -6.04706, -2.06787], [4.46528, -3.14196, -1.44795], [4.65107, -1.93465, -2.33661], [-0.00366, -2.37630, -1.04104], [0.42637, -3.95345, -1.72752], [0.83272, -2.44070, -2.57556], [2.44589, -1.78468, -0.88736], [2.04264, -3.06284, 0.14913], [3.41056, -5.16780, -0.09354], [1.94515, -5.31449, -1.01154], [4.69898, -5.79471, -2.19317], [3.64465, -7.08872, -1.75703], [3.20182, -5.93117, -3.06093], [5.20915, -3.89146, -1.70419], [4.63228, -2.82390, -0.40292], [5.65289, -1.51008, -2.36078], [3.98687, -1.12051, -2.04197], [4.45139, -2.18205, -3.38452], [-1.09610, 6.96919, -0.10916], [-0.09932, 5.94749, 0.42809], [1.21858, 6.54624, 0.62616], [2.00996, 6.41216, -0.58558], [3.21914, 7.33260, -0.65987], [1.92182, 5.89896, 1.72016], [1.44282, 6.35209, 3.09493], [-1.54401, 7.54240, 0.70144], [-1.90880, 6.44361, -0.61936], [-0.61812, 7.65353, -0.80778], [-0.45816, 5.56903, 1.38727], [-0.06326, 5.05961, -0.22491], [2.33572, 5.37885, -0.80412], [1.40055, 6.64956, -1.46644], [4.05241, 7.01625, -0.03077], [3.64844, 7.27944, -1.66728], [2.96387, 8.37824, -0.49637], [2.97637, 6.19005, 1.68748], [1.99568, 4.79739, 1.71001], [1.29016, 7.42409, 3.19388], [2.09944, 5.96318, 3.87808], [0.49750, 5.87272, 3.37900]],
  "mulliken_charge": [-1.024, -0.308, -0.302, 1.248, -0.951, -0.604, -0.670, 0.406, 0.282, 0.253, 0.282, 0.309, 0.417, 0.355, 0.286, -1.071, 0.062, -0.204, 1.215, -0.956, -0.587, -0.660, 0.311, 0.166, 0.383, -0.231, 0.560, 0.379, 0.307, 0.316, -0.900, -0.331, -0.208, 1.407, -1.339, -0.601, -0.716, 0.314, -0.057, 0.430, 0.276, 0.537, 0.336, 0.411, 0.448, -0.911, -0.547, -0.011, 1.170, -0.686, -0.694, -0.587, 0.364, 0.002, 0.344, 0.521, 0.303, 0.016, 0.048, 0.534, -0.308, -0.227, -0.001, 1.214, -0.777, -0.567, -0.642, 0.358, -0.518, 0.298, 0.019, 0.427, 0.377, 0.145, 0.012, -1.346, 0.419, -0.280, 1.310, -1.056, -0.615, -0.608, 0.389, 0.256, 0.352, 0.014, 0.121, 0.393, 0.333, 0.323, -0.403, -0.730, -0.124, 1.168, -0.911, -0.635, -0.652, -0.070, 0.268, 0.258, 0.551, 0.275, 0.305, 0.284, 0.386, -0.442, 0.619, 0.383, -0.388, -1.235, -0.085, -1.212, -0.349, 0.484, 0.331, -0.970, 0.228, 0.246, 0.347, 0.299, 0.416, 0.275, 0.447, -0.017, 0.369, 0.059, 0.355, -1.490, 1.070, 0.089, -0.186, -1.419, 0.061, -1.081, 0.300, 0.376, 0.386, -0.534, -0.009, 0.062, 0.451, 0.348, 0.435, 0.308, 0.332, -0.041, 0.315, 0.432, 0.002]
}